<1>
Density functional theory data (ωB97M-V with the def2-TZVPD basis set) for a single C4H7N5 molecule.

Positions of all 16 atoms, in Å:
1 N 1.52320 1.47538 -2.12927
2 N 1.89371 1.06308 -0.72932
3 C 0.77686 0.40498 -0.25918
4 N 1.00762 -0.07448 0.94762
5 C 0.21354 -0.72457 1.78889
6 C -1.10132 -1.11653 1.56903
7 C -1.93563 -0.88564 0.30833
8 N -1.54436 -0.34728 -0.74344
9 N -0.37727 -0.03377 -1.15796
10 H 0.77082 0.86250 -2.59530
11 H 0.88315 2.30781 -1.84967
12 H 2.03181 0.07484 1.11603
13 H 0.79955 -0.82613 2.84568
14 H -1.31515 -1.94632 2.36585
15 H -3.08362 -1.09783 0.44826
16 H -0.54291 0.86397 -1.92555

The calculation puts the gap between HOMO and LUMO at 8.18 eV. Its LUMO energy is -0.03 eV. Its highest occupied orbital energy is -8.20 eV. Its structure (SMILES) is N/N=C1/NC=CC=NN1.

***

<2>
Density functional theory data (ωB97M-V with the def2-TZVPD basis set) for a single C4H7N5 molecule.

Positions of all 16 atoms, in Å:
1 N 1.85365 1.65166 -0.18640
2 C 1.14563 0.53381 0.22112
3 N 1.63191 -0.21058 1.20965
4 C 0.93630 -1.31221 1.52184
5 N -0.23543 -1.73491 1.05516
6 C -0.79725 -0.89910 0.16142
7 N -2.04315 -1.18340 -0.40652
8 C -0.05529 0.18595 -0.32144
9 N -0.64643 1.06045 -1.28794
10 H 2.83157 1.59800 0.03274
11 H 1.56181 1.96622 -1.09898
12 H 1.34353 -1.89072 2.31845
13 H -2.60438 -0.35442 -0.47524
14 H -2.53948 -1.79729 0.16897
15 H -1.24873 1.79513 -0.87379
16 H -1.13427 0.59142 -2.03903

The calculation puts the gap between HOMO and LUMO at 9.42 eV. Its LUMO energy is 0.76 eV. Its highest occupied orbital energy is -8.66 eV. Its structure (SMILES) is Nc1ncnc(N)c1N.

***

Verdict on stability: <2> comes out on top.

***

<1>
Density functional theory data (ωB97M-V with the def2-TZVPD basis set) for C29H46F3IN7O9PS3Ti as an isolated structure.

Positions of all 100 atoms, in Å:
1 Ti 1.06592 -0.36874 -0.87902
2 N -1.29490 -2.22554 -1.44404
3 N -0.98183 -2.60567 -2.75625
4 C 0.12193 -2.05676 -3.31550
5 N 0.15179 -1.91233 -4.64411
6 N 1.12048 -1.80675 -2.46998
7 N 2.01757 -0.77284 -2.78193
8 O 2.16116 -0.18408 -3.86600
9 O 2.83652 -0.56552 -1.73842
10 H -1.39660 -3.04442 -0.86064
11 H -2.15829 -1.69592 -1.45940
12 H -1.75109 -2.79522 -3.37670
13 H -0.73289 -1.81629 -5.11731
14 H 0.91985 -1.35890 -4.99898
15 C 0.05042 5.28614 0.58995
16 S -0.86541 3.73831 0.62682
17 C -2.42822 4.28237 -0.07916
18 H -0.48617 6.06437 1.13101
19 H 0.23804 5.61338 -0.43206
20 H 1.00460 5.11369 1.08674
21 H -2.25533 4.86094 -0.98674
22 H -2.98868 4.88246 0.63641
23 H -3.00420 3.39594 -0.34096
24 C -5.11461 -1.30956 1.69596
25 C -4.04213 -2.22493 2.29167
26 C -4.58481 -2.91855 3.54326
27 C -3.69440 -3.29752 1.25022
28 P -2.46815 -1.26928 2.55584
29 C -1.43690 -2.41468 3.52850
30 C -0.35906 -2.98078 2.84968
31 C 0.51961 -3.85097 3.48158
32 C 0.33219 -4.16206 4.81855
33 C -0.74338 -3.61666 5.51000
34 C -1.62238 -2.75825 4.87025
35 C -2.73988 0.25009 3.61005
36 C -1.34825 0.65339 4.11571
37 C -3.69249 0.12698 4.80035
38 C -3.24827 1.37669 2.69354
39 H -5.94182 -1.92248 1.32713
40 H -4.73413 -0.72242 0.85648
41 H -5.52648 -0.62278 2.43585
42 H -5.52066 -3.42635 3.29160
43 H -4.79516 -2.22006 4.35355
44 H -3.88972 -3.67432 3.91426
45 H -4.53322 -3.99159 1.15191
46 H -2.81283 -3.87818 1.53145
47 H -3.51919 -2.84470 0.27190
48 H -0.19822 -2.73457 1.80538
49 H 1.35172 -4.27164 2.93022
50 H 1.02185 -4.82425 5.32558
51 H -0.89437 -3.85839 6.55415
52 H -2.45926 -2.35597 5.42742
53 H -0.94711 -0.05908 4.83738
54 H -1.41992 1.63098 4.59828
55 H -0.62687 0.75354 3.29994
56 H -3.38769 -0.64241 5.51013
57 H -4.71687 -0.07928 4.48698
58 H -3.70679 1.07684 5.34347
59 H -4.28598 1.23839 2.39636
60 H -2.65130 1.47157 1.78423
61 H -3.17695 2.32704 3.22891
62 N 1.66844 1.79040 -0.76651
63 C 2.71462 2.08314 0.18496
64 C 4.04294 1.99670 -0.20023
65 C 5.03304 2.04928 0.76828
66 C 4.69736 2.19009 2.10907
67 C 3.37182 2.39426 2.46601
68 C 2.37240 2.33281 1.50537
69 S 5.91119 1.82863 3.36607
70 O 5.79821 0.36865 3.42748
71 O 7.16810 2.30250 2.82462
72 O 5.42757 2.50832 4.55149
73 H 0.85114 2.36860 -0.58352
74 H 1.98302 2.01370 -1.70811
75 H 4.29634 1.82268 -1.23944
76 H 6.07616 1.93246 0.50386
77 H 3.13388 2.54609 3.51148
78 H 1.32658 2.42837 1.78643
79 O -0.42696 0.21898 0.51316
80 H -0.90103 -0.36334 1.16445
81 H -1.14254 0.73541 0.08625
82 I 1.15779 -4.67936 -0.55627
83 C 2.23735 -3.02158 0.09702
84 C 3.60025 -3.16616 0.25684
85 C 4.31031 -2.16799 0.90892
86 C 3.63365 -1.08918 1.43733
87 C 2.26908 -1.00676 1.19376
88 N 1.57750 -1.92204 0.48115
89 H 4.08514 -4.06902 -0.08543
90 H 5.37833 -2.25626 1.06372
91 H 4.14465 -0.36598 2.05846
92 H 1.67882 -0.23903 1.67901
93 F -1.22669 2.38921 -4.55188
94 C -1.63537 2.53200 -3.29569
95 F -2.85710 3.06670 -3.28500
96 F -0.79940 3.35225 -2.66438
97 S -1.71724 0.89961 -2.46311
98 O -2.35284 0.02782 -3.41545
99 O -2.41235 1.13005 -1.21524
100 O -0.29601 0.57627 -2.23996

As for the spin multiplicity: 3. The calculation puts the gap between HOMO and LUMO (spin up / spin down) at 6.92 / 6.48 eV. Its LUMO energy (spin up / spin down) is -0.78 / -1.22 eV. Its highest occupied orbital energy (spin up / spin down) is -7.70 / -7.70 eV.

***

<2>
Density functional theory data (ωB97M-V with the def2-TZVPD basis set) for C29H46F3IN7O9PS3Ti as an isolated structure.

Positions of all 100 atoms, in Å:
1 Ti 0.23592 0.39429 -1.70240
2 N -0.85628 2.19109 0.66240
3 N -1.01468 3.40399 -0.05970
4 C -0.79428 3.33389 -1.42480
5 N -1.23688 4.33289 -2.20890
6 N -0.00168 2.37649 -1.84820
7 N 0.23792 2.18049 -3.15210
8 O 0.51932 0.93009 -3.36800
9 O -0.04108 2.96869 -4.07100
10 H -1.72848 1.65059 0.60450
11 H -0.67038 2.45399 1.62780
12 H -1.86218 3.91969 0.17220
13 H -2.03928 4.86939 -1.93480
14 H -1.06368 4.16059 -3.20540
15 C -0.86838 -2.20721 -3.36630
16 S 0.75572 -1.91541 -2.60520
17 C 1.67832 -1.70061 -4.15890
18 H -0.80718 -3.10201 -3.98170
19 H -1.15158 -1.34361 -3.96850
20 H -1.58978 -2.36571 -2.56980
21 H 1.49092 -2.58861 -4.75840
22 H 2.73842 -1.61761 -3.93650
23 H 1.33722 -0.79801 -4.66260
24 C -4.72208 -1.14171 1.88580
25 C -3.53698 -2.10401 1.80660
26 C -3.72328 -3.27881 2.76310
27 C -3.44698 -2.65731 0.37810
28 P -1.92268 -1.10691 2.00400
29 C -0.74478 -2.54461 2.13430
30 C -0.26328 -2.99511 0.89690
31 C 0.67742 -4.00591 0.81010
32 C 1.15352 -4.60691 1.96330
33 C 0.65712 -4.20381 3.19100
34 C -0.27088 -3.17851 3.27840
35 C -1.94688 -0.21861 3.70910
36 C -0.47828 0.08479 4.03220
37 C -2.59148 -0.95791 4.88100
38 C -2.67988 1.12809 3.48090
39 H -5.64228 -1.67571 1.65410
40 H -4.61578 -0.33841 1.15770
41 H -4.82898 -0.70731 2.87720
42 H -4.53108 -3.90861 2.39460
43 H -3.98318 -2.96191 3.76620
44 H -2.82668 -3.89171 2.81620
45 H -4.42818 -2.98061 0.03790
46 H -2.77408 -3.51091 0.33220
47 H -3.09048 -1.89001 -0.30810
48 H -0.64258 -2.57191 -0.02920
49 H 1.04442 -4.30901 -0.16000
50 H 1.89922 -5.38571 1.90270
51 H 0.99772 -4.68821 4.09450
52 H -0.61958 -2.89021 4.25600
53 H 0.09192 -0.81921 4.22690
54 H -0.41388 0.71709 4.91650
55 H -0.00168 0.61669 3.20750
56 H -2.22358 -1.97441 4.98070
57 H -3.67388 -0.99731 4.78180
58 H -2.35978 -0.43171 5.80730
59 H -1.97858 1.96149 3.49460
60 H -3.40398 1.31629 4.27060
61 H -3.21948 1.15739 2.53430
62 N 2.26252 0.81059 -1.23590
63 C 3.24522 0.80369 -2.28300
64 C 4.08242 -0.30341 -2.39660
65 C 5.08642 -0.30701 -3.35040
66 C 5.23052 0.77629 -4.18960
67 C 4.39692 1.87009 -4.09370
68 C 3.39352 1.89029 -3.13780
69 S 6.74112 0.87539 -5.20550
70 O 7.05892 -0.50531 -5.52120
71 O 7.61462 1.49829 -4.21690
72 O 6.38002 1.71389 -6.33190
73 H 2.54662 0.10749 -0.54690
74 H 2.23421 1.71819 -0.75230
75 H 3.95712 -1.13661 -1.71310
76 H 5.76812 -1.13441 -3.46230
77 H 4.55172 2.69259 -4.77270
78 H 2.75072 2.75649 -3.03360
79 O 0.47322 -0.20661 0.22500
80 H 0.21492 0.64289 0.64140
81 H 0.05062 -0.92571 0.73350
82 I 2.90232 -0.39391 2.26690
83 C 2.81411 1.72619 2.25170
84 C 3.45972 2.45679 3.22780
85 C 3.35032 3.84119 3.16820
86 C 2.62502 4.41389 2.12840
87 C 2.02732 3.58219 1.20510
88 N 2.10632 2.25009 1.26540
89 H 4.02632 1.97479 4.00690
90 H 3.81762 4.45959 3.91820
91 H 2.54032 5.48439 2.04120
92 H 1.45402 3.97379 0.37640
93 F -4.94428 0.85479 -3.02570
94 C -4.14808 -0.05701 -2.47770
95 F -3.77118 -0.92501 -3.41990
96 F -4.86678 -0.72171 -1.57330
97 S -2.63518 0.85569 -1.84670
98 O -3.14018 1.71389 -0.80770
99 O -2.15049 1.46589 -3.04120
100 O -1.71038 -0.16891 -1.33160

As for the spin multiplicity: 3. The calculation puts the gap between HOMO and LUMO (spin up / spin down) at 6.67 / 6.62 eV. Its LUMO energy (spin up / spin down) is -0.50 / -0.55 eV. Its highest occupied orbital energy (spin up / spin down) is -7.17 / -7.17 eV.

***

Verdict on stability: <1> comes out on top.

***

<1>
Density functional theory data (ωB97M-V with the def2-TZVPD basis set) for a single C17H25N5O2 molecule.

Positions of all 49 atoms, in Å:
1 C 0.15960 -6.80181 -2.13228
2 C -1.24294 -6.48202 -1.66388
3 O -1.75561 -5.38955 -2.37043
4 C -1.45897 -4.13259 -1.88146
5 C -2.20936 -3.04389 -2.23946
6 C -1.91733 -1.75820 -1.80508
7 C -2.85904 -0.57209 -2.16899
8 C -0.85620 -1.58507 -0.88186
9 N -0.41601 -0.34134 -0.34413
10 C -0.45832 -0.09018 1.10000
11 C 0.71380 0.81734 1.58507
12 N 1.00719 1.97790 0.69531
13 C 1.27888 3.24864 1.21528
14 N 1.83247 4.16501 0.46330
15 O 1.99438 5.30474 1.33694
16 C 1.54552 4.86767 2.56485
17 C 1.61315 5.72947 3.80049
18 C 0.26406 6.42073 3.97100
19 N 1.01721 3.66329 2.50794
20 C 1.08871 1.63909 -0.73619
21 C 2.38899 0.89321 -1.02594
22 C -0.13344 0.79095 -1.21662
23 C -0.16971 -2.75216 -0.53290
24 N -0.49217 -3.95886 -0.99572
25 H 0.40978 -7.79528 -1.76390
26 H 0.87701 -6.04623 -1.76405
27 H 0.20299 -6.83017 -3.22804
28 H -1.85955 -7.36231 -1.84023
29 H -1.25966 -6.29934 -0.57356
30 H -3.03297 -3.24333 -2.92220
31 H -2.80332 0.21105 -1.39537
32 H -2.66983 -0.11478 -3.14020
33 H -3.86837 -0.95692 -2.15283
34 H -1.40455 0.40663 1.36915
35 H -0.44204 -1.07682 1.63459
36 H 1.62636 0.17566 1.62933
37 H 0.40719 1.16525 2.57821
38 H 1.87159 5.19267 4.70605
39 H 2.40077 6.45872 3.62617
40 H -0.52318 5.70677 4.07972
41 H 0.24677 7.01801 4.83038
42 H 0.03166 7.05124 3.11493
43 H 1.06846 2.51061 -1.36992
44 H 3.23906 1.40239 -0.55118
45 H 2.59392 0.85736 -2.11759
46 H 2.29678 -0.16215 -0.65465
47 H -0.00093 0.46728 -2.26541
48 H -1.01894 1.40005 -1.22115
49 H 0.67616 -2.74665 0.14652

The calculation puts the gap between HOMO and LUMO at 8.59 eV. Its LUMO energy is 0.78 eV. Its highest occupied orbital energy is -7.81 eV. Its structure (SMILES) is CCOc1cc(C)c(N2CCN(c3noc(CC)n3)[C@@H](C)C2)cn1.

***

<2>
Density functional theory data (ωB97M-V with the def2-TZVPD basis set) for a single C17H25N5O2 molecule.

Positions of all 49 atoms, in Å:
1 C -5.68412 -1.89832 0.74254
2 C -4.50522 -1.01266 0.53842
3 N -3.34100 -1.42071 0.86721
4 N -2.25447 -0.65049 0.69311
5 C -1.00975 -1.24479 1.13760
6 C -0.18287 -1.84983 -0.01628
7 O 0.05358 -3.03752 -0.08319
8 N 0.23107 -0.92968 -0.89660
9 C 1.08309 -1.22262 -2.02549
10 C 2.48093 -0.63476 -1.82442
11 C 3.27574 -1.38036 -0.71931
12 N 3.83433 -0.61730 0.36387
13 C 4.90046 0.31396 0.07862
14 C 4.44525 1.76243 -0.15328
15 C 3.58101 2.22730 1.01632
16 C 2.41492 1.26396 1.22400
17 C 2.95625 -0.15972 1.41475
18 C -2.27639 0.62088 0.15931
19 O -1.24198 1.26116 0.00686
20 C -3.59738 1.07992 -0.18704
21 C -4.05628 2.26568 -0.72133
22 C -5.44665 2.14232 -0.85487
23 C -5.80815 0.89505 -0.40590
24 N -4.69033 0.24521 0.00145
25 H -5.34665 -2.83810 1.16682
26 H -6.18222 -2.08966 -0.20693
27 H -6.39772 -1.43050 1.41957
28 H -1.26038 -2.04404 1.83527
29 H -0.41612 -0.46968 1.63138
30 H 0.00359 0.04446 -0.71592
31 H 1.13344 -2.30910 -2.12640
32 H 0.62679 -0.80119 -2.92819
33 H 2.37056 0.41602 -1.56016
34 H 3.01972 -0.68184 -2.77179
35 H 2.62285 -2.13153 -0.26773
36 H 4.10734 -1.91751 -1.18678
37 H 5.45783 -0.04971 -0.78695
38 H 5.57704 0.30761 0.94466
39 H 3.88032 1.83801 -1.08369
40 H 5.32548 2.40174 -0.24798
41 H 3.20952 3.23838 0.83462
42 H 4.19109 2.25077 1.92337
43 H 1.84340 1.55348 2.10834
44 H 1.74035 1.30883 0.36829
45 H 2.13661 -0.87421 1.51491
46 H 3.53503 -0.17822 2.34908
47 H -3.44905 3.10953 -0.97708
48 H -6.11425 2.88727 -1.23996
49 H -6.77659 0.44008 -0.35310

The calculation puts the gap between HOMO and LUMO at 8.29 eV. Its LUMO energy is 0.64 eV. Its highest occupied orbital energy is -7.65 eV. Its structure (SMILES) is Cc1nn(CC(=O)NCCCN2CCCCC2)c(=O)c2cccn12.

***

Verdict on stability: <2> comes out on top.